Entry 1:
A molecular structure, C4H8N2O. Source: OMol25; level of theory: ωB97M-V/def2-TZVPD.

Cartesian coordinates (Å):
C1 1.29 -0.70 0.60
C2 0.16 -0.20 -0.31
C3 0.61 0.28 -1.59
N1 -1.01 -1.21 -0.32
C4 -0.81 0.69 0.45
O1 -1.75 -0.06 0.84
N2 -0.71 1.99 0.54
H1 1.78 -1.55 0.11
H2 2.05 0.06 0.77
H3 0.90 -1.03 1.57
H4 -0.14 0.54 -2.33
H5 1.54 -0.12 -2.00
H6 -0.82 -2.05 0.27
H7 0.03 2.35 -0.09
H8 -1.47 2.58 0.84

Values from the calculation:
HOMO (alpha / beta)   -6.74 / -8.42 eV
Gap between HOMO and LUMO (alpha / beta)   6.3 / 9.2 eV
Spin multiplicity   1
ΔE to the lowest compared entry with this formula, charge and spin   6.0290 eV
Total energy   -9300.364 eV
Total charge   0

***

Entry 2:
C4H8N2O in the gas phase. Source: OMol25; level of theory: ωB97M-V/def2-TZVPD.

Cartesian coordinates (Å):
C1 -1.75 1.15 0.61
C2 -1.29 0.09 -0.36
C3 -1.01 -1.36 -0.13
C4 1.07 -0.09 0.02
H1 -2.81 1.08 0.60
H2 -1.40 0.82 1.67
H3 -1.25 2.12 0.36
H4 -1.77 0.42 -1.37
H5 -1.60 -2.05 -0.72
H6 -0.87 -1.66 0.92
H7 2.54 1.42 0.01
H8 1.37 1.43 -1.27
N1 -0.01 -0.49 -0.74
N2 1.64 1.07 -0.36
O1 1.54 -0.80 0.83

Values from the calculation:
HOMO   -9.40 eV
Gap between HOMO and LUMO   10.4 eV
Spin multiplicity   1
ΔE to the lowest compared entry with this formula, charge and spin   2.1965 eV
Total energy   -9304.197 eV
SMILES   C[C@@H]1CN1C(N)=O
Total charge   0

***

Entry 3:
C4H8N2O in the gas phase. Source: OMol25; level of theory: ωB97M-V/def2-TZVPD.

Cartesian coordinates (Å):
O1 -1.75 -1.03 -1.62
C1 -0.85 -0.53 -0.98
N1 -0.84 0.82 -0.47
C2 -1.55 1.71 -1.02
C3 0.83 -0.20 1.66
C4 1.31 -0.54 0.25
N2 0.27 -1.17 -0.57
H1 -0.12 0.32 1.60
H2 -2.17 1.54 -1.91
H3 -1.53 2.70 -0.57
H4 0.72 -1.10 2.27
H5 1.54 0.47 2.15
H6 2.16 -1.22 0.27
H7 1.64 0.37 -0.26
H8 0.33 -2.15 -0.80

Values from the calculation:
HOMO   -9.60 eV
Gap between HOMO and LUMO   10.2 eV
Spin multiplicity   1
ΔE to the lowest compared entry with this formula, charge and spin   1.2670 eV
Total energy   -9305.126 eV
SMILES   C=NC(=O)NCC
Total charge   0

***

Entry 4:
C4H8N2O in the gas phase. Source: OMol25; level of theory: ωB97M-V/def2-TZVPD.

Cartesian coordinates (Å):
C1 1.20 0.37 0.68
C2 -0.01 -0.35 0.07
C3 -0.21 -1.79 0.35
N1 -1.16 -0.80 0.83
C4 -0.30 0.39 -1.20
O1 0.15 0.09 -2.28
N2 -1.07 1.56 -0.98
H1 1.08 0.54 1.76
H2 2.10 -0.21 0.48
H3 1.36 1.35 0.21
H4 -0.60 -2.51 -0.37
H5 0.51 -2.23 1.05
H6 -1.09 -0.61 1.83
H7 -0.53 2.31 -0.57
H8 -1.43 1.88 -1.86

Values from the calculation:
HOMO   -9.54 eV
Gap between HOMO and LUMO   10.4 eV
Spin multiplicity   1
ΔE to the lowest compared entry with this formula, charge and spin   2.1395 eV
Total energy   -9304.254 eV
SMILES   C[C@@]1(C(N)=O)CN1
Total charge   0

***

Entry 5:
C4H8N2O in the gas phase. Source: OMol25; level of theory: ωB97M-V/def2-TZVPD.

Cartesian coordinates (Å):
C1 1.00 0.72 -0.62
C2 0.11 -0.43 -0.12
C3 0.68 -1.80 -0.11
N1 0.29 -1.14 1.12
C4 -1.28 0.09 -0.40
O1 -1.89 -0.05 -1.43
N2 -1.68 0.93 0.69
H1 1.76 0.99 0.11
H2 1.45 0.42 -1.57
H3 0.42 1.63 -0.85
H4 0.16 -2.72 -0.37
H5 1.74 -1.82 -0.37
H6 1.05 -0.82 1.71
H7 -1.37 1.88 0.54
H8 -2.69 0.93 0.76

Values from the calculation:
HOMO   -9.51 eV
Gap between HOMO and LUMO   10.4 eV
Spin multiplicity   1
ΔE to the lowest compared entry with this formula, charge and spin   2.4404 eV
Total energy   -9303.953 eV
SMILES   C[C@@]1(C(N)=O)CN1
Total charge   0

***

Entry 6:
C4H8N2O in the gas phase. Source: OMol25; level of theory: ωB97M-V/def2-TZVPD.

Cartesian coordinates (Å):
C1 -0.25 1.19 -1.38
C2 0.44 -0.07 -0.84
C3 -0.39 -2.11 1.94
C4 -0.19 2.28 -0.34
N1 0.17 -1.50 0.93
N2 -0.39 -0.64 0.17
O1 0.81 2.65 0.20
H1 0.28 1.54 -2.26
H2 -1.28 0.95 -1.63
H3 0.59 -0.78 -1.67
H4 1.44 0.20 -0.45
H5 -1.40 -1.87 2.17
H6 0.17 -2.82 2.51
H7 -1.17 2.73 -0.10
H8 1.16 -1.74 0.75

Values from the calculation:
HOMO (alpha / beta)   -5.56 / -9.83 eV
Gap between HOMO and LUMO (alpha / beta)   6.6 / 9.3 eV
Spin multiplicity   3
ΔE to the lowest compared entry with this formula, charge and spin   0.1456 eV
Total energy   -9300.518 eV
Total charge   0

***

Entry 7:
2 unconnected molecules or ions with the total composition C4H8N2O. Source: OMol25; level of theory: ωB97M-V/def2-TZVPD.

Cartesian coordinates (Å):
C1 -2.60 0.67 -0.98
C2 -1.19 0.23 -0.54
C3 -0.86 -1.03 -0.04
N1 0.47 -1.01 0.13
C4 0.92 0.28 -0.35
N2 -0.12 1.05 -0.54
H1 -3.52 0.42 -0.42
H2 -2.75 0.35 -2.05
H3 -2.58 1.77 -0.86
H4 -1.54 -1.79 0.41
H5 1.12 -1.64 0.77
H6 2.00 0.31 -0.37
H7 4.15 -0.26 1.65
H8 3.28 0.78 1.59
O1 3.21 -0.14 1.60

Values from the calculation:
HOMO (alpha / beta)   -14.94 / -15.76 eV
Gap between HOMO and LUMO (alpha / beta)   11.1 / 8.1 eV
Spin multiplicity   2
ΔE to the lowest compared entry with this formula, charge and spin   0.8710 eV
Total energy   -9296.442 eV
Total charge   +1

***

Entry 8:
C4H8N2O2 in the gas phase. Source: OMol25; level of theory: ωB97M-V/def2-TZVPD.

Cartesian coordinates (Å):
C1 0.32 -0.98 -2.04
C2 -0.74 0.78 1.18
C3 0.08 0.00 0.27
C4 -0.48 -0.41 -0.91
N1 -0.14 1.21 2.32
N2 1.46 -0.13 0.58
O1 -1.80 -0.51 -1.11
O2 -1.90 1.09 0.91
H1 -2.25 -0.08 -0.34
H2 0.75 0.80 2.58
H3 -0.72 1.62 3.03
H4 1.95 0.77 0.55
H5 1.93 -0.77 -0.04
H6 0.79 -1.92 -1.74
H7 -0.35 -1.19 -2.88
H8 1.09 -0.29 -2.36

Values from the calculation:
HOMO   -8.13 eV
Gap between HOMO and LUMO   9.0 eV
Spin multiplicity   1
ΔE to the lowest compared entry with this formula, charge and spin   0.7025 eV
Total energy   -11353.410 eV
SMILES   C/C(O)=C(\N)C(N)=O
Total charge   0

***

Entry 9:
2 unconnected molecules or ions with the total composition C4H8N2O2. Source: OMol25; level of theory: ωB97M-V/def2-TZVPD.

Cartesian coordinates (Å):
C1 0.75 -0.70 -1.54
C2 -0.54 -0.36 1.54
C3 1.19 -2.28 -3.29
C4 -0.23 1.98 2.06
N1 0.13 0.27 -1.21
N2 -1.69 -0.28 1.14
O1 0.69 -1.59 -2.35
O2 0.29 0.65 2.05
H1 0.93 -3.31 -3.45
H2 -0.16 -1.31 2.09
H3 1.77 -1.82 -4.13
H4 -1.22 2.18 2.42
H5 -0.19 2.57 1.20
H6 0.37 2.63 2.80
H7 -0.03 0.71 -0.33
H8 -2.06 0.67 1.01

Values from the calculation:
HOMO (alpha / beta)   -7.52 / -6.90 eV
Gap between HOMO and LUMO (alpha / beta)   8.0 / 7.4 eV
Spin multiplicity   1
ΔE to the lowest compared entry with this formula, charge and spin   8.5471 eV
Total energy   -11345.566 eV
Total charge   0

***

Entry 10:
C4H8N2O2 in the gas phase. Source: OMol25; level of theory: ωB97M-V/def2-TZVPD.

Cartesian coordinates (Å):
O1 -2.80 -0.70 -0.59
C1 -1.86 -0.41 0.09
C2 -0.74 0.56 -0.43
C3 -0.42 0.16 -1.91
N1 0.40 0.57 0.45
C4 0.97 -0.51 1.10
N2 2.12 -0.20 1.77
O2 0.48 -1.62 1.07
H1 -1.67 -0.78 1.10
H2 -1.26 1.50 -0.58
H3 -1.32 0.21 -2.50
H4 0.34 0.88 -2.22
H5 -0.08 -0.87 -2.02
H6 0.96 1.39 0.36
H7 2.31 0.75 1.99
H8 2.57 -0.93 2.31

Values from the calculation:
HOMO   -9.38 eV
Gap between HOMO and LUMO   9.9 eV
Spin multiplicity   1
ΔE to the lowest compared entry with this formula, charge and spin   0.9452 eV
Total energy   -11353.168 eV
SMILES   C[C@@H](C=O)NC(N)=O
Total charge   0

***

Entry 11:
C4H8N2O2 in the gas phase. Source: OMol25; level of theory: ωB97M-V/def2-TZVPD.

Cartesian coordinates (Å):
C1 -1.10 -0.73 0.34
C2 1.44 1.33 -0.73
C3 1.35 -0.18 -0.71
N1 -1.81 0.19 1.17
C4 0.38 -0.96 1.13
O1 -1.23 -0.39 -1.01
N2 1.49 -0.69 0.68
O2 1.54 -0.91 -1.65
H1 -0.77 -1.04 -1.56
H2 -1.53 -1.73 0.49
H3 -1.49 1.14 0.98
H4 -2.81 0.14 1.00
H5 0.16 -1.26 2.15
H6 2.34 1.62 -1.26
H7 0.58 1.71 -1.28
H8 1.44 1.76 0.26

Values from the calculation:
HOMO   -9.43 eV
Gap between HOMO and LUMO   10.2 eV
Spin multiplicity   1
ΔE to the lowest compared entry with this formula, charge and spin   2.4719 eV
Total energy   -11351.641 eV
SMILES   CC(=O)/N=C\[C@@H](N)O
Total charge   0

***

Entry 12:
A molecular structure, C4H8N2O2. Source: OMol25; level of theory: ωB97M-V/def2-TZVPD.

Cartesian coordinates (Å):
C1 1.85 0.38 0.44
C2 -1.01 -0.61 0.12
C3 0.31 1.49 0.15
N1 -2.08 -1.40 0.50
C4 -0.52 0.46 0.78
O1 -0.42 -1.00 -1.08
O2 2.34 0.11 -0.82
N2 0.40 2.16 -0.90
H1 -0.95 -1.72 -1.46
H2 1.62 -0.06 -1.46
H3 -2.12 -1.69 1.47
H4 -2.99 -1.02 0.26
H5 0.24 1.60 -1.76
H6 2.51 1.09 0.94
H7 1.71 -0.50 1.06
H8 -0.90 0.71 1.76

Values from the calculation:
HOMO (alpha / beta)   -7.24 / -7.08 eV
Gap between HOMO and LUMO (alpha / beta)   7.4 / 6.6 eV
Spin multiplicity   1
ΔE to the lowest compared entry with this formula, charge and spin   6.9947 eV
Total energy   -11347.118 eV
Total charge   0

***

Entry 13:
C4H8N2O2 in the gas phase. Source: OMol25; level of theory: ωB97M-V/def2-TZVPD.

Cartesian coordinates (Å):
C1 -1.84 -1.29 0.47
C2 -0.57 0.59 -0.21
C3 -0.89 1.89 -0.26
C4 1.42 -0.89 -0.36
H1 -2.50 -0.71 1.12
H2 -2.39 -2.07 -0.07
H3 -1.05 -1.76 1.08
H4 -0.13 2.67 -0.09
H5 -1.87 2.19 -0.60
H6 2.23 1.38 -0.28
H7 0.83 -1.62 -0.89
H8 3.08 -0.35 0.31
N1 0.77 0.24 0.08
N2 2.68 -1.10 -0.23
O1 -1.39 -0.41 -0.55
O2 1.62 1.23 0.49

Values from the calculation:
HOMO   -8.51 eV
Gap between HOMO and LUMO   9.3 eV
Spin multiplicity   1
ΔE to the lowest compared entry with this formula, charge and spin   4.4928 eV
Total energy   -11349.620 eV
SMILES   [H]/N=C\N(O)C(=C)OC
Total charge   0

***

Entry 14:
C4H8N2O2 in the gas phase. Source: OMol25; level of theory: ωB97M-V/def2-TZVPD.

Cartesian coordinates (Å):
C1 -1.61 -1.28 -0.25
N1 1.42 0.84 0.75
N2 0.87 -0.35 1.27
C2 0.69 1.56 -0.26
C3 0.88 -1.02 0.03
C4 -0.23 -0.96 -0.76
O1 -0.58 1.83 0.20
O2 1.29 2.36 -0.95
H1 -0.87 2.65 -0.22
H2 2.35 1.11 1.07
H3 -0.06 -0.17 1.64
H4 1.86 -1.24 -0.38
H5 -0.08 -1.23 -1.80
H6 -2.34 -0.58 -0.65
H7 -1.92 -2.29 -0.52
H8 -1.69 -1.22 0.84

Values from the calculation:
HOMO   -8.64 eV
Gap between HOMO and LUMO   9.2 eV
Spin multiplicity   1
ΔE to the lowest compared entry with this formula, charge and spin   4.0192 eV
Total energy   -11350.094 eV
SMILES   C/C=C\NNC(=O)O
Total charge   0

***

Entry 15:
C4H8N2O2 in the gas phase. Source: OMol25; level of theory: ωB97M-V/def2-TZVPD.

Cartesian coordinates (Å):
C1 0.21 0.02 1.09
C2 -0.09 0.27 -1.07
C3 0.70 -0.39 2.40
C4 -1.04 -0.72 -1.71
N1 0.53 -0.56 -0.02
N2 -0.86 1.31 -0.33
O1 -0.55 1.14 1.03
O2 1.01 0.83 -1.76
H1 0.29 0.31 3.09
H2 1.78 -0.45 2.49
H3 0.32 -1.32 2.66
H4 -1.48 -0.30 -2.55
H5 -1.80 -1.08 -1.06
H6 -0.33 -1.50 -1.94
H7 -0.50 2.20 -0.57
H8 1.80 0.25 -1.74

Values from the calculation:
HOMO   -9.21 eV
Gap between HOMO and LUMO   10.1 eV
Spin multiplicity   1
ΔE to the lowest compared entry with this formula, charge and spin   3.2333 eV
Total energy   -11350.879 eV
SMILES   CC1=N[C@](C)(O)NO1
Total charge   0

***

Entry 16:
C4H8N2O2 in the gas phase. Source: OMol25; level of theory: ωB97M-V/def2-TZVPD.

Cartesian coordinates (Å):
C1 1.50 -1.24 0.58
C2 -0.91 -0.69 -1.01
C3 0.09 0.43 -1.04
C4 -0.05 -0.53 0.19
N1 -0.36 1.72 -0.68
N2 -0.47 0.09 1.48
O1 1.68 -1.03 1.85
O2 2.16 -1.88 -0.18
H1 -1.99 -0.48 -0.80
H2 -0.66 -1.57 -1.62
H3 0.99 0.34 -1.60
H4 0.43 2.38 -0.64
H5 -1.12 1.99 -1.35
H6 0.88 -0.35 2.07
H7 -1.56 -0.26 1.65
H8 -0.61 1.08 1.10

Values from the calculation:
HOMO   -9.22 eV
Gap between HOMO and LUMO   9.9 eV
Spin multiplicity   1
ΔE to the lowest compared entry with this formula, charge and spin   2.9326 eV
Total energy   -11351.180 eV
SMILES   N[C@@H]1C[C@@]1(N)C(=O)O
Total charge   0